Entry 1:
C29H26BIN8O2PbS3 as an isolated structure. Source: the Open Molecules 2025 dataset; level of theory: ωB97M-V/def2-TZVPD.

Calculated values
HOMO: -1.469 eV
LUMO: 3.4 eV
ΔE to the lowest compared entry with this formula, charge and spin: 0.208 eV
Total charge: -2
HOMO-LUMO gap: 4.90 eV
Largest force on an atom: 1.17 eV/A

XYZ file:
```
71
Properties=species:S:1:pos:R:3:forces:R:3:lowdin_charge:R:1
Pb 0.16317 0.18675 0.16782 -0.515 -0.611 0.849 0.829
O -5.16043 5.41604 0.42634 -0.027 -0.053 -0.025 -0.058
C -5.09282 4.57010 -0.48653 -0.082 0.086 -0.043 -0.693
O -5.84495 4.37870 -1.46535 0.043 0.023 0.077 -0.066
C -3.87477 3.62061 -0.40923 -0.029 0.044 -0.010 -0.089
C -3.01904 3.62534 0.67906 -0.022 0.002 0.131 0.053
C -1.93730 2.75645 0.71062 0.134 -0.177 0.023 -0.237
N -1.63670 1.98463 -0.33679 0.051 0.096 0.039 0.035
C -2.44750 1.97562 -1.39346 0.013 -0.241 -0.060 -0.196
C -3.59550 2.75342 -1.44833 -0.004 -0.034 -0.032 0.043
C -2.07818 1.05414 -2.51702 0.008 0.142 0.068 -0.195
C -2.74282 1.08615 -3.74434 -0.029 0.039 -0.053 -0.010
C -2.33711 0.23284 -4.75331 -0.033 0.036 -0.004 -0.074
C -1.27274 -0.62958 -4.53251 0.004 -0.010 -0.003 -0.067
C -0.67162 -0.60015 -3.28763 0.011 -0.052 0.159 -0.161
N -1.07179 0.20646 -2.30947 -0.084 0.054 0.005 0.024
C -0.99597 2.73614 1.88444 0.106 0.916 -0.426 -0.301
C -1.32713 3.37745 3.07279 -0.225 -0.238 0.115 -0.024
C -0.34981 3.56576 4.02948 0.001 0.056 0.148 -0.072
C 0.95063 3.15849 3.77746 -0.061 -0.014 -0.041 -0.067
C 1.20097 2.53860 2.56514 0.067 -0.278 -0.057 -0.133
N 0.25412 2.33366 1.65695 0.003 0.088 -0.144 -0.019
H -3.22237 4.32642 1.47554 -0.035 -0.013 -0.019 0.110
H -4.29608 2.72369 -2.27006 0.011 0.037 -0.001 0.104
H -3.55608 1.77931 -3.90371 0.021 -0.027 -0.027 0.104
H -2.84393 0.24823 -5.71091 -0.002 0.000 0.008 0.100
H -0.91954 -1.31092 -5.29533 -0.005 0.009 0.009 0.097
H 0.15826 -1.25995 -3.04526 -0.046 0.027 -0.001 0.068
H -2.35040 3.67134 3.25751 0.046 0.059 0.020 0.111
H -0.60117 4.04410 4.96920 -0.008 -0.009 -0.005 0.099
H 1.74664 3.30523 4.49481 -0.002 -0.006 -0.014 0.095
H 2.19115 2.17683 2.29872 -0.023 0.000 0.004 0.085
C 3.28305 0.53113 -3.09832 -0.104 -0.031 0.030 -0.076
N 3.65533 -0.35681 -2.02435 0.068 0.080 -0.151 -0.138
C 3.84067 -1.73009 -2.12003 0.028 0.104 -0.039 -0.098
C 4.25782 -2.13931 -0.90786 0.000 0.129 0.098 -0.137
N 4.33418 -1.04228 -0.07475 0.303 0.163 -0.081 -0.029
B 4.86037 -1.06691 1.37800 -0.114 -0.192 0.076 -0.492
N 3.67292 -1.16615 2.42263 0.285 0.207 0.001 0.001
C 3.87231 -0.71660 3.71197 -0.100 0.063 -0.185 -0.097
C 2.77605 -1.01213 4.44341 -0.077 -0.119 -0.067 -0.078
N 1.90737 -1.66449 3.59339 -0.200 0.065 0.165 -0.131
C 0.58641 -2.16494 3.94102 0.120 0.062 0.085 -0.089
C 2.45884 -1.75627 2.35229 0.042 -0.133 0.060 -0.743
S 1.68554 -2.54432 1.04924 0.179 -0.107 0.079 0.464
C 3.98043 0.06751 -0.77187 -0.188 -0.209 0.124 -0.807
S 3.91124 1.68627 -0.26686 -0.001 -0.074 -0.029 0.491
H 3.31239 -0.02680 -4.03369 -0.023 -0.009 -0.011 0.080
H 3.97522 1.37124 -3.13872 0.024 -0.003 -0.001 0.062
H 2.28165 0.93694 -2.94014 0.000 -0.021 0.018 0.073
H 3.62056 -2.27793 -3.01976 -0.008 0.040 0.012 0.090
H 4.45940 -3.12935 -0.54122 -0.002 0.045 0.008 0.105
H 5.57110 -2.05355 1.52517 -0.088 0.043 -0.117 0.064
H 5.45032 -0.03555 1.60232 0.016 -0.138 0.094 0.048
H 4.77818 -0.20485 3.98675 -0.025 0.008 -0.040 0.105
H 2.52667 -0.80690 5.47009 -0.009 -0.020 -0.031 0.102
H 0.52191 -2.21555 5.02860 0.011 -0.007 0.015 0.077
H 0.45855 -3.15389 3.50547 0.008 -0.024 0.007 0.059
H -0.18930 -1.51081 3.53544 -0.028 -0.034 -0.049 -0.047
S -1.66090 -0.34784 1.90112 0.581 0.190 -0.639 -0.177
I 0.71095 -4.35137 -2.46280 -0.024 0.022 -0.004 0.804
C -1.23134 -3.90446 -1.75743 -0.004 0.034 -0.016 -0.781
C -2.27518 -4.75585 -2.09896 0.023 0.043 0.030 -0.161
C -3.52846 -4.43284 -1.60295 -0.001 -0.040 -0.014 -0.094
C -3.66903 -3.31569 -0.79602 0.017 0.034 -0.010 -0.061
C -2.55439 -2.53380 -0.52312 0.005 -0.031 -0.058 -0.151
N -1.34262 -2.82801 -1.01948 -0.110 -0.027 -0.005 0.034
H -2.10815 -5.62404 -2.71954 0.012 0.007 -0.001 0.077
H -4.38243 -5.05508 -1.84641 0.010 -0.001 0.021 0.097
H -4.62719 -3.03954 -0.37557 0.012 0.001 -0.010 0.102
H -2.59963 -1.66099 0.13634 0.071 -0.073 -0.056 -0.043
```
Forces are in eV/Å.

=====

Entry 2:
C47H53N3O4P3S2Se4V as an isolated structure. Source: the Open Molecules 2025 dataset; level of theory: ωB97M-V/def2-TZVPD.

Calculated values
HOMO (alpha / beta): -10.810 / -10.787 eV
LUMO (alpha / beta): -4.7 / -4.4 eV
ΔE to the lowest compared entry with this formula, charge and spin: 1.888 eV
Total charge: +2
HOMO-LUMO gap (alpha / beta): 6.12 / 6.44 eV
Largest force on an atom: 3.22 eV/A
Spin multiplicity: 3

XYZ file:
```
117
Properties=species:S:1:pos:R:3:forces:R:3:lowdin_charge:R:1
V 0.41583 0.71781 0.34246 -0.514 -2.227 -1.754 0.166
O 1.71178 0.67246 -1.25765 0.207 0.779 -0.125 -0.411
P 1.80997 1.74501 -2.33470 -0.153 -0.331 0.009 0.798
C 1.13293 3.34545 -1.77954 0.001 0.017 0.106 -0.286
P -0.60424 3.19814 -1.24827 -0.193 -0.370 -0.311 0.772
O -0.90941 1.72018 -0.99009 0.233 0.539 0.098 -0.470
C -1.63556 3.80577 -2.58910 0.000 -0.029 -0.027 -0.282
C -1.44064 5.08014 -3.11758 0.014 0.018 -0.021 -0.070
C -2.26776 5.54664 -4.12629 0.002 -0.015 -0.003 -0.047
C -3.30323 4.75040 -4.60088 -0.002 0.015 -0.017 -0.054
C -3.51167 3.48923 -4.06370 0.016 -0.015 0.029 -0.068
C -2.67800 3.01975 -3.05885 -0.020 -0.002 -0.084 -0.080
C -0.92989 4.31031 0.10139 0.037 0.020 0.044 -0.349
C -0.20815 5.49140 0.25608 -0.016 0.036 0.019 -0.091
C -0.53558 6.36221 1.28255 0.008 -0.015 -0.009 -0.051
C -1.57602 6.05088 2.14814 -0.013 -0.005 0.000 -0.044
C -2.29619 4.87510 1.98818 -0.003 0.024 0.002 -0.067
C -1.98009 4.00033 0.96147 0.006 0.038 -0.016 -0.104
C 0.89602 1.27871 -3.80399 -0.010 -0.091 -0.043 -0.276
C 0.31486 2.20904 -4.66270 0.114 0.032 -0.091 -0.077
C -0.39155 1.78245 -5.77805 0.022 0.004 0.010 -0.058
C -0.51553 0.42532 -6.04106 -0.001 0.002 0.010 -0.058
C 0.07261 -0.50680 -5.19482 -0.030 -0.021 -0.005 -0.056
C 0.77914 -0.08455 -4.07955 -0.143 0.031 0.119 -0.054
C 3.50913 2.05174 -2.75833 0.096 0.019 0.017 -0.278
C 3.97308 1.96158 -4.06784 -0.007 0.055 -0.001 -0.059
C 5.31586 2.18886 -4.33637 -0.012 -0.011 0.001 -0.058
C 6.18584 2.50222 -3.30344 0.012 0.003 0.006 -0.052
C 5.72560 2.58854 -1.99358 0.001 0.004 -0.019 -0.056
C 4.38970 2.36191 -1.71707 -0.006 -0.021 -0.004 -0.066
H 1.25431 4.07373 -2.58395 0.009 0.048 0.052 0.083
H 1.74070 3.66393 -0.92758 0.036 0.037 -0.041 0.051
H -0.65017 5.72187 -2.74417 0.000 -0.007 0.024 0.113
H -2.11248 6.53472 -4.53740 0.002 0.005 -0.001 0.118
H -3.95058 5.11949 -5.38501 -0.001 0.003 0.001 0.116
H -4.32443 2.87642 -4.43489 0.006 0.003 -0.008 0.103
H -2.81632 2.03762 -2.63208 0.013 -0.077 0.029 0.065
H 0.61953 5.73324 -0.40093 -0.001 -0.008 -0.006 0.108
H 0.02625 7.27676 1.41425 0.005 0.002 0.002 0.116
H -1.82059 6.72548 2.95746 -0.007 0.007 -0.002 0.117
H -3.09643 4.63093 2.67328 0.008 -0.010 0.004 0.113
H -2.51636 3.06462 0.85433 0.023 -0.012 0.004 0.088
H 0.41421 3.27140 -4.48536 -0.007 0.023 0.012 0.103
H -0.83492 2.51094 -6.44393 -0.007 0.004 0.008 0.115
H -1.06194 0.09286 -6.91428 0.004 -0.001 -0.006 0.113
H -0.01831 -1.56480 -5.40415 0.020 -0.021 0.012 0.108
H 1.21439 -0.81183 -3.40707 -0.017 0.059 -0.026 0.081
H 3.29388 1.71822 -4.87532 -0.006 -0.012 0.004 0.107
H 5.68070 2.12135 -5.35216 0.004 -0.001 -0.003 0.114
H 7.23135 2.67995 -3.51710 0.002 0.004 0.000 0.116
H 6.40989 2.83131 -1.19208 0.005 -0.001 0.001 0.115
H 4.03385 2.41049 -0.69294 -0.001 -0.007 -0.005 0.110
Se -1.54557 0.16311 1.66317 -0.782 -0.410 0.842 0.160
Se -1.55388 1.53563 3.57380 -1.698 -0.454 -0.193 0.065
Se 0.55723 2.26465 3.67756 0.730 0.509 2.779 0.062
Se 1.22626 2.34332 1.60989 1.890 2.104 -1.546 0.278
O 0.16757 -1.76728 -0.88916 -0.125 0.140 0.082 -0.573
S 1.49834 -2.48642 -0.82058 0.190 0.115 0.130 0.994
C 1.19608 -4.08376 0.02086 -0.052 -0.052 -0.021 -0.279
C 1.93686 -4.25823 1.35278 -0.048 -0.031 0.045 -0.211
C 1.18088 -3.88683 2.63266 -0.015 0.002 -0.064 -0.210
C 0.54889 -2.50705 2.71524 0.073 -0.094 0.021 -0.305
S 1.58374 -0.99911 2.72496 -0.317 -0.338 -0.274 1.003
O 1.59609 -0.63497 1.22977 0.317 -0.092 0.067 -0.754
C 3.23097 -1.60029 2.99640 -0.011 0.035 0.083 -0.386
C 3.54442 -2.07849 4.26186 0.033 -0.012 0.013 -0.079
C 4.83330 -2.52424 4.50950 -0.010 0.014 -0.009 -0.053
C 5.79282 -2.46209 3.50675 -0.009 0.000 0.026 -0.055
C 5.47106 -1.94488 2.25997 0.006 0.009 -0.031 -0.056
C 4.18196 -1.50455 1.99288 0.012 -0.042 0.035 -0.074
C 1.84900 -3.09563 -2.45798 -0.108 -0.119 -0.034 -0.405
C 3.04371 -2.68603 -3.02881 0.036 -0.029 -0.025 -0.088
C 3.36835 -3.10845 -4.31412 0.009 0.028 0.023 -0.056
C 2.49742 -3.92833 -5.01191 -0.026 0.001 -0.007 -0.058
C 1.29740 -4.33604 -4.43306 0.013 0.001 -0.019 -0.062
C 0.97070 -3.92206 -3.15420 0.023 0.064 -0.012 -0.082
H 1.54259 -4.84697 -0.67247 -0.041 -0.040 -0.009 0.091
H 0.10992 -4.16805 0.11275 0.005 0.019 0.017 0.105
H 2.90089 -3.75277 1.29998 0.026 0.086 0.017 0.098
H 2.17119 -5.32118 1.43904 0.050 0.020 -0.001 0.122
H 1.83167 -4.06900 3.48949 0.032 0.032 -0.023 0.109
H 0.34487 -4.58412 2.75002 0.005 -0.004 -0.012 0.126
H -0.09144 -2.41332 3.59310 0.038 -0.041 0.029 0.100
H -0.08186 -2.30366 1.84742 -0.041 0.053 0.038 0.037
H 2.80030 -2.09831 5.05005 -0.018 -0.006 -0.009 0.124
H 5.09096 -2.90597 5.48776 0.002 -0.007 0.002 0.116
H 6.79909 -2.80480 3.70589 0.006 0.002 -0.004 0.114
H 6.22896 -1.88006 1.49048 -0.003 -0.001 0.000 0.113
H 3.90846 -1.09740 1.02941 -0.017 0.001 -0.025 0.107
H 3.71508 -2.04327 -2.47150 -0.009 0.016 0.005 0.114
H 4.30123 -2.79762 -4.76485 0.006 -0.004 0.004 0.114
H 2.75380 -4.26374 -6.00791 -0.002 0.004 -0.006 0.114
H 0.62894 -4.98825 -4.97973 -0.001 -0.004 0.003 0.114
H 0.04985 -4.25121 -2.68988 -0.015 0.005 0.012 0.104
C -5.82152 -1.35098 -2.26107 0.020 0.064 0.000 -0.109
N -4.69728 -0.30458 -2.36669 0.044 -0.026 0.011 -0.064
C -3.86688 -0.63550 -3.61998 -0.065 0.089 0.034 -0.117
N -3.38749 -1.96531 -3.57222 0.050 -0.056 0.009 -0.136
C -4.49626 -2.90698 -3.44019 -0.030 -0.037 -0.013 -0.153
N -5.29149 -2.66476 -2.24063 0.000 0.038 0.033 -0.146
C -4.54050 -2.95142 -1.00806 -0.063 0.067 -0.057 -0.306
P -3.00834 -1.91480 -0.79358 0.096 -0.229 0.100 1.034
C -3.84551 -0.29369 -1.12369 -0.029 0.071 -0.021 -0.285
C -2.37317 -2.14631 -2.52298 -0.032 0.056 -0.024 -0.316
H -6.45313 -1.19692 -3.13697 -0.008 -0.017 0.008 0.146
H -6.37542 -1.12122 -1.35156 -0.011 -0.026 -0.006 0.146
H -5.12174 0.61561 -2.48844 0.003 0.003 0.001 0.174
H -3.04502 0.07853 -3.65831 0.020 0.025 -0.011 0.125
H -4.53971 -0.48663 -4.46651 0.012 -0.016 0.000 0.147
H -4.09988 -3.92008 -3.40407 -0.005 0.002 -0.013 0.139
H -5.14450 -2.81547 -4.31398 0.011 -0.004 -0.002 0.140
H -4.26257 -4.00666 -1.00692 0.004 0.004 -0.010 0.096
H -5.19926 -2.79989 -0.15014 0.007 -0.022 0.008 0.096
H -3.08274 0.47934 -1.22695 0.022 0.042 0.017 0.051
H -4.48387 -0.02523 -0.28044 0.016 0.005 -0.003 0.102
H -1.95590 -3.14838 -2.60498 -0.004 -0.072 -0.021 0.080
H -1.54463 -1.45767 -2.68860 0.053 0.041 0.018 0.072
```
Forces are in eV/Å.

=====

Entry 3:
A 2-piece molecular cluster, C7H14N2 overall. Source: the Open Molecules 2025 dataset; level of theory: ωB97M-V/def2-TZVPD.

Calculated values
HOMO: -8.552 eV
LUMO: 0.9 eV
ΔE to the lowest compared entry with this formula, charge and spin: 0.339 eV
SMILES string: Cc1c[nH]cn1.CCC
Total charge: 0
HOMO-LUMO gap: 9.41 eV
Largest force on an atom: 1.19 eV/A

XYZ file:
```
23
Properties=species:S:1:pos:R:3:forces:R:3:lowdin_charge:R:1
C -3.16749 -0.89058 -0.23820 0.135 -0.723 -0.799 -0.044
C -1.82602 -1.40965 -0.68239 -0.213 -0.192 0.999 -0.365
C -1.06968 -2.32187 0.00046 -0.360 -0.212 -0.207 -0.078
N 0.13443 -2.34392 -0.64513 0.594 -0.339 -0.098 0.041
C 0.06870 -1.45781 -1.66656 0.249 -0.099 0.391 -0.223
N -1.09414 -0.87737 -1.70080 -0.416 0.685 -0.550 0.091
H -3.56540 -0.29939 -1.05589 -0.056 0.584 0.268 0.070
H -3.03938 -0.37609 0.70613 -0.240 0.518 -0.062 0.069
H -3.91031 -1.67747 -0.08200 0.248 -0.174 0.070 0.071
H -1.35178 -2.99545 0.79102 0.244 0.052 0.112 0.113
H 0.93868 -2.90817 -0.43354 -0.107 -0.047 0.101 0.144
H 0.93229 -1.22676 -2.26513 -0.055 -0.028 -0.228 0.117
C 2.48962 1.98620 -0.23303 -0.312 0.672 0.679 -0.116
C 1.23204 1.29820 0.32582 0.754 0.118 0.917 -0.315
C 0.77153 1.74482 1.71927 0.240 0.717 0.097 -0.128
H 3.04586 2.47716 0.56813 0.161 -0.259 0.192 0.062
H 3.15036 1.26027 -0.69752 0.024 0.144 -0.324 0.061
H 2.25729 2.82091 -0.89312 -0.054 -0.240 -0.387 0.065
H 0.42707 1.35391 -0.39333 -0.230 -0.422 -0.120 0.088
H 1.54580 0.28308 0.55530 -0.356 -0.507 -0.687 0.083
H 0.33149 2.74531 1.78368 -0.147 -0.109 -0.286 0.068
H 0.07212 1.02286 2.13685 -0.160 0.050 -0.030 0.060
H 1.62692 1.79182 2.39997 0.058 -0.189 -0.047 0.066
```
Forces are in eV/Å.

=====

Entry 4:
C13H11ClF9IN2O3S as an isolated structure. Source: the Open Molecules 2025 dataset; level of theory: ωB97M-V/def2-TZVPD.

Calculated values
HOMO: -5.864 eV
LUMO: -2.8 eV
Total charge: 0
HOMO-LUMO gap: 3.02 eV
Largest force on an atom: 7.16 eV/A

XYZ file:
```
41
Properties=species:S:1:pos:R:3:forces:R:3:lowdin_charge:R:1
C -2.18468 3.79462 -2.73570 0.061 0.141 0.243 -0.103
C -0.94594 3.26605 -1.96165 -1.365 0.282 0.184 -0.663
Cl 0.41639 2.81968 -3.03465 -0.199 -0.015 0.070 0.690
C -1.40304 2.15112 -0.97511 0.563 -0.278 0.657 -0.150
C -0.44816 0.98355 -0.79100 -0.903 -0.282 -1.623 -0.161
C 0.24205 0.90188 0.35351 0.144 0.658 0.767 0.036
N 1.10784 -0.13209 0.64096 -0.117 -0.608 -0.603 0.128
C 1.78977 -0.15333 1.89024 0.728 1.902 0.117 -0.426
F 3.14511 -0.65009 1.75131 -4.628 -1.719 -3.245 -0.357
F 1.92064 1.18834 2.20768 -1.605 -1.162 -0.946 -0.089
C 0.94259 -0.75691 3.06985 0.854 -0.110 0.826 -0.350
F 1.26838 -0.09733 4.18139 -0.109 -0.031 0.019 0.095
F -0.36918 -0.46305 2.88267 -0.038 -0.128 -0.786 0.142
C 1.07935 -2.28866 3.38219 -0.448 -0.630 0.955 -0.348
F 1.93976 -2.97161 2.63144 0.015 0.443 -0.480 0.155
F 1.50461 -2.40759 4.65444 -0.064 0.136 -0.036 0.157
C -0.27776 -3.07673 3.34935 1.054 -1.265 0.128 -0.551
F 0.05113 -4.36161 3.58300 -0.056 0.089 -0.018 0.163
F -1.09992 -2.72279 4.31868 -0.330 0.554 -0.384 0.203
F -0.84304 -3.05753 2.14247 -0.331 0.553 0.056 0.175
C 1.23985 -1.12467 -0.28919 0.668 -1.577 -0.134 -0.177
N 2.06391 -2.24294 -0.05473 -0.270 0.693 0.480 0.140
C 0.57327 -1.08025 -1.48355 -1.110 0.917 -1.136 -0.188
O 0.75969 -2.08047 -2.39276 0.571 -0.115 0.620 0.076
C -0.30381 -0.03068 -1.79114 -0.579 0.800 0.809 -0.035
C -1.01831 -0.00205 -3.09179 0.419 -0.749 -1.576 -0.529
O -0.59004 -0.55585 -4.07136 -0.067 0.503 0.591 0.153
O -2.23808 0.67691 -3.20786 0.646 -0.494 1.038 -0.491
S -3.53365 -0.24190 -2.64558 -0.471 -0.184 -0.076 0.869
H -3.02428 3.09548 -2.70070 0.288 -0.060 -0.159 0.063
H -2.53051 4.69954 -2.21926 0.077 -0.074 -0.276 0.082
H -1.96912 4.03473 -3.77863 0.053 0.021 0.195 0.073
H -0.60571 4.10615 -1.35323 0.462 -0.282 -0.213 0.093
H -1.52007 2.62798 0.00872 0.028 -0.074 -0.224 0.127
H -2.38344 1.73354 -1.21205 0.169 0.323 -0.217 0.077
H 0.06847 1.69889 1.06252 0.555 -0.382 0.312 0.152
H 2.99357 -2.07145 -0.43177 0.111 -0.245 0.299 0.123
H 1.64339 -3.05217 -0.49193 0.227 0.026 -0.208 0.110
H 1.34833 -1.72850 -3.07491 -0.329 -0.188 -0.341 0.139
H -3.00345 -0.91870 -1.58909 0.219 0.454 -0.228 -0.102
I 4.19411 0.49048 3.26723 5.104 2.154 4.543 0.499
```
Forces are in eV/Å.